ORCA calculation (ωB97M-V with the def2-TZVPD basis set) on a structure of composition C18H12Cl4IMoNO3.

The HOMO-LUMO gap (spin up / spin down) comes out at 5.662 / 5.827 eV. The energy above the lowest of the compared OMol25 structures with the same formula, charge and spin comes out at 1200.04 kJ/mol. As for the electronic energy: -3179.19907 a.u.

Structure (ORCA input):
```
! wB97M-V def2-TZVPD RIJCOSX def2/J DEFGRID3
* xyz 2 3
Mo 0.17533 1.48578 0.57989
C 0.43108 0.65307 4.07581
C 0.37417 1.66639 2.98451
C 1.54331 2.04633 2.29815
C 1.49958 3.11609 1.33972
C 0.28984 3.77980 1.07436
C -0.90832 3.23289 1.55811
C -0.86166 2.16070 2.50821
H 1.24720 -0.04973 3.92244
H -0.50677 0.11044 4.16326
H 0.61239 1.17714 5.01766
H 2.49298 1.59104 2.54068
H 2.40982 3.42656 0.84529
H 0.25835 4.56940 0.33625
H -1.86043 3.63575 1.24386
H -1.78756 1.77162 2.90830
Cl 0.67719 -5.66872 -1.63600
C 0.40679 -4.16173 -0.91626
C 0.26564 -4.11036 0.46223
C 0.07673 -2.90879 1.11942
I -0.18098 -2.96682 3.15086
C 0.03187 -1.62911 0.42716
O -0.08380 -0.54108 1.11444
C 0.07556 -1.74866 -0.94385
N 0.36883 0.89776 -1.13994
C 0.32148 -0.47442 -3.42917
C 0.65213 -1.83796 -3.94329
C 0.59761 -2.98613 -3.03487
C 0.32921 -2.95636 -1.68804
H 0.30537 -5.03069 1.02797
H 0.00173 -2.07482 -4.80082
H 1.64602 -1.82059 -4.41495
H 0.80232 -3.95516 -3.47551
Cl -2.93310 -1.05422 -2.70554
C -2.10114 0.09502 -1.80430
Cl -2.72098 0.58381 -0.30182
Cl -0.15360 -0.32841 -2.00904
C -1.26753 3.44222 -2.82459
O -1.45577 3.19590 -3.93320
O -1.07089 3.66604 -1.69740
*
```

For each atom in turn, the Mulliken charge in e is:
1. Mo 1.26
2. C -1.70
3. C 1.51
4. C -0.64
5. C -0.68
6. C -0.73
7. C -0.39
8. C -0.42
9. H 0.39
10. H 0.35
11. H 0.35
12. H 0.55
13. H 0.52
14. H 0.46
15. H 0.50
16. H 0.50
17. Cl -0.13
18. C 0.51
19. C -0.75
20. C -0.29
21. I 0.26
22. C 0.90
23. O -0.27
24. C -0.23
25. N -1.08
26. C -0.63
27. C -0.42
28. C -0.89
29. C 0.41
30. H 0.46
31. H 0.43
32. H 0.41
33. H 0.44
34. Cl -0.03
35. C 0.27
36. Cl 0.00
37. Cl 0.80
38. C 0.75
39. O -0.34
40. O -0.40

=====

ORCA calculation (ωB97M-V with the def2-TZVPD basis set) on an isolated molecule of CH2N2OS.

The HOMO-LUMO gap (spin up / spin down) comes out at 7.728 / 7.404 eV. The energy above the lowest of the compared OMol25 structures with the same formula, charge and spin comes out at 396.76 kJ/mol. As for the electronic energy: -622.01377 a.u.

Structure (ORCA input):
```
! wB97M-V def2-TZVPD RIJCOSX def2/J DEFGRID3
* xyz 0 3
C -1.02150 0.09976 -0.03738
N -0.25691 -0.94124 -0.09627
N 0.92766 -1.20688 0.07102
O 1.81695 -0.21722 0.04270
S 1.45350 1.38275 -0.01164
H -1.68184 0.29350 -0.87051
H -1.23786 0.58933 0.90206
*
```

For each atom in turn, the Mulliken charge in e is:
1. C -0.46
2. N -0.14
3. N 0.03
4. O -0.13
5. S 0.04
6. H 0.27
7. H 0.38

=====

ORCA calculation (ωB97M-V with the def2-TZVPD basis set) on a cluster of 4 separate species, C20H26F7N5O5S in total.

The SMILES is O=S(=O)(c1cnc2ccccc2n1)C(F)(F)C(F)(F)C(F)(F)F.CNC(C)=O.CNC(C)=O.CNC(C)=O. The HOMO-LUMO gap comes out at 8.183 eV. As for the electronic energy: -2524.94856 a.u.

Structure (ORCA input):
```
! wB97M-V def2-TZVPD RIJCOSX def2/J DEFGRID3
* xyz 0 1
O 0.36678 -3.09048 1.38149
S 0.66091 -2.41821 0.15016
O 1.12612 -3.24796 -0.92202
C -0.81582 -1.52930 -0.33404
C -1.03231 -1.26644 -1.69711
N -2.08953 -0.63322 -2.12799
C -2.95517 -0.24919 -1.14860
C -4.12196 0.46755 -1.50485
C -5.02649 0.87804 -0.55751
C -4.79486 0.58263 0.80884
C -3.67884 -0.11866 1.18723
C -2.73741 -0.54332 0.21809
N -1.62632 -1.20322 0.62510
C 2.01276 -1.20407 0.61816
F 3.14567 -1.86806 0.36369
F 1.96973 -0.94539 1.91769
C 2.05419 0.11710 -0.20227
F 1.65359 -0.11972 -1.45682
F 3.33834 0.51317 -0.27088
C 1.27634 1.30885 0.42008
F 0.12841 0.92699 0.96129
F 1.01938 2.19418 -0.53302
F 2.01394 1.87301 1.35899
H -0.29735 -1.59489 -2.41808
H -4.29452 0.68578 -2.54710
H -5.89452 1.43388 -0.87087
H -5.49688 0.92904 1.55214
H -3.50868 -0.32437 2.23115
C 5.61117 -2.90978 -3.37318
N 4.99465 -3.59297 -4.49435
C 3.74966 -4.14193 -4.56455
C 2.88220 -4.03875 -3.33334
O 3.37095 -4.68743 -5.58731
H 5.87529 -1.88947 -3.65825
H 6.52206 -3.43166 -3.07405
H 4.93688 -2.87164 -2.52448
H 5.52673 -3.69148 -5.34401
H 1.92853 -4.51485 -3.53541
H 3.35124 -4.54237 -2.48804
H 2.70298 -2.99551 -3.07567
C -5.72432 -1.60288 7.20165
N -5.00711 -0.76880 6.25471
C -4.93580 -0.89764 4.90741
C -5.68640 -2.04529 4.27461
O -4.28243 -0.10606 4.24216
H -6.45387 -1.00168 7.74624
H -5.02469 -2.03351 7.91933
H -6.24387 -2.40799 6.69460
H -4.48399 0.01489 6.61226
H -5.53084 -2.01254 3.20039
H -5.31871 -2.99958 4.65243
H -6.75481 -1.96372 4.47713
C 2.68048 4.50543 -1.36177
N 3.76583 4.96735 -2.20737
C 4.28322 6.22239 -2.30842
C 3.66862 7.29599 -1.44018
O 5.20385 6.45556 -3.07164
H 3.04567 3.72264 -0.69697
H 1.88278 4.09589 -1.98200
H 2.27974 5.31618 -0.76323
H 4.21703 4.29788 -2.81001
H 4.18402 8.23143 -1.63257
H 2.61108 7.42243 -1.67489
H 3.77665 7.04572 -0.38416
*
```

For each atom in turn, the Mulliken charge in e is:
1. O -0.70
2. S 1.31
3. O -0.53
4. C 0.17
5. C -0.22
6. N -0.62
7. C 0.23
8. C -0.48
9. C -0.45
10. C -0.60
11. C -0.60
12. C 0.23
13. N -0.46
14. C 0.63
15. F -0.24
16. F -0.26
17. C 0.61
18. F -0.27
19. F -0.30
20. C 0.61
21. F -0.19
22. F -0.22
23. F -0.27
24. H 0.56
25. H 0.46
26. H 0.41
27. H 0.48
28. H 0.77
29. C -0.63
30. N -0.15
31. C 0.51
32. C -0.83
33. O -0.66
34. H 0.28
35. H 0.28
36. H 0.16
37. H 0.22
38. H 0.36
39. H 0.37
40. H 0.10
41. C -0.86
42. N -0.19
43. C 0.83
44. C -1.25
45. O -0.65
46. H 0.29
47. H 0.29
48. H 0.32
49. H 0.25
50. H 0.22
51. H 0.37
52. H 0.37
53. C -0.77
54. N -0.10
55. C 0.73
56. C -1.17
57. O -0.64
58. H 0.20
59. H 0.28
60. H 0.27
61. H 0.21
62. H 0.30
63. H 0.33
64. H 0.34

=====

ORCA calculation (ωB97M-V with the def2-TZVPD basis set) on a cluster of 2 separate species, CH4NOP in total.

The HOMO-LUMO gap (spin up / spin down) comes out at 9.295 / 7.323 eV. The energy above the lowest of the compared OMol25 structures with the same formula, charge and spin comes out at 510.31 kJ/mol. As for the electronic energy: -511.66980 a.u.

Structure (ORCA input):
```
! wB97M-V def2-TZVPD RIJCOSX def2/J DEFGRID3
* xyz 0 1
C -1.80019 -0.37803 -0.60024
N -0.66528 -0.55977 -0.09748
O 0.21854 -1.42019 -0.16450
P 2.31894 -0.50417 1.50422
H -2.31652 0.52438 -0.32075
H -2.28076 -1.07246 -1.28712
H 1.82967 0.78001 1.26519
H 3.06018 -0.48649 0.32364
*
```

For each atom in turn, the Mulliken charge in e is:
1. C -0.34
2. N 0.16
3. O -0.37
4. P -0.03
5. H 0.25
6. H 0.27
7. H 0.02
8. H 0.04

=====

ORCA calculation (ωB97M-V with the def2-TZVPD basis set) on a structure of composition C27H27F3HfN9S3.

The HOMO-LUMO gap comes out at 7.037 eV. The energy above the lowest of the compared OMol25 structures with the same formula, charge and spin comes out at 0.00 kJ/mol. As for the electronic energy: -3079.31006 a.u.

Structure (ORCA input):
```
! wB97M-V def2-TZVPD RIJCOSX def2/J DEFGRID3
* xyz 3 1
Hf -0.11269 1.04639 0.21400
C 1.09118 0.78178 -4.84973
N -0.05738 0.17215 -4.15522
C -0.75320 -0.93667 -4.60854
C -1.73682 -1.17361 -3.72774
N -1.63908 -0.19682 -2.73562
C -0.59397 0.61374 -3.01842
S -0.01316 2.00225 -2.16483
C -2.61092 -0.07007 -1.69716
C -3.90173 -0.48358 -1.96877
C -4.84054 -0.47078 -0.95487
C -4.46385 -0.03222 0.30535
C -3.17125 0.40083 0.47712
N -2.24194 0.39582 -0.50520
H 1.37364 0.11790 -5.65995
H 1.91796 0.88460 -4.15319
H 0.80807 1.75190 -5.24950
H -0.47352 -1.45949 -5.50753
H -2.46203 -1.96635 -3.68850
H -4.17715 -0.79156 -2.96649
H -5.85470 -0.79379 -1.15315
H -5.15640 -0.00653 1.13428
H -2.86060 0.77010 1.44381
C 4.57750 -0.56058 3.37503
C 3.15934 -0.30603 3.73220
N 2.63239 -0.39611 4.91250
N 1.30669 -0.09691 4.72579
C 1.00151 0.18135 3.47021
S -0.50862 0.65087 2.82637
N 2.17326 0.06302 2.82427
N 2.26400 0.23703 1.44025
H 5.15268 -0.66397 4.29166
H 5.00022 0.26411 2.79784
H 4.67604 -1.48298 2.80046
H 0.67608 -0.11461 5.51477
H 3.18269 0.61980 1.23597
H 2.18821 -0.67978 0.99829
C 1.36195 7.28220 1.33047
C 1.29333 5.83778 0.97390
C 2.31782 5.10305 0.43356
C 2.12490 3.74932 0.17581
N 0.95845 3.15163 0.47786
C -0.09004 3.88665 0.91642
S -1.61158 3.16408 1.03011
N 0.11758 5.19563 1.19443
C 3.20386 2.94718 -0.47100
H 2.28371 7.72260 0.96250
H 1.32904 7.38886 2.41812
H 0.51153 7.82341 0.91196
H 3.26081 5.57834 0.20510
H -0.67400 5.72254 1.54961
H 4.15551 3.09579 0.04160
H 3.33821 3.29578 -1.49781
H 2.95938 1.88993 -0.51042
F -2.68745 -7.72553 1.34782
C -2.44325 -7.34838 0.08626
F -3.61578 -7.29935 -0.56617
F -1.67769 -8.27655 -0.49373
C -1.77765 -5.98667 0.05397
C -0.76779 -5.72454 -0.85937
C -0.20983 -4.45777 -0.91985
C -0.66865 -3.45897 -0.05756
C -1.67939 -3.73571 0.87217
C -2.23067 -5.00088 0.92359
C -0.12344 -2.13964 -0.13957
C 0.33332 -1.00245 -0.20689
H -0.41441 -6.50949 -1.51467
H 0.58516 -4.24333 -1.62256
H -2.01169 -2.96235 1.55376
H -3.00310 -5.23437 1.64482
*
```

For each atom in turn, the Mulliken charge in e is:
1. Hf 0.78
2. C -0.80
3. N 0.09
4. C -0.73
5. C -0.34
6. N 0.55
7. C 0.19
8. S -0.47
9. C 0.47
10. C -0.89
11. C -0.64
12. C -1.09
13. C -0.06
14. N 0.35
15. H 0.33
16. H 0.33
17. H 0.35
18. H 0.47
19. H 0.54
20. H 0.61
21. H 0.49
22. H 0.51
23. H 0.49
24. C -1.29
25. C 0.93
26. N -0.70
27. N 0.23
28. C 0.35
29. S -0.37
30. N 0.23
31. N -0.54
32. H 0.37
33. H 0.36
34. H 0.31
35. H 0.18
36. H 0.22
37. H 0.33
38. C -1.40
39. C 0.79
40. C -1.13
41. C 1.18
42. N -0.01
43. C 0.27
44. S -0.33
45. N 0.05
46. C -1.50
47. H 0.38
48. H 0.37
49. H 0.43
50. H 0.50
51. H 0.33
52. H 0.48
53. H 0.38
54. H 0.08
55. F -0.24
56. C 0.90
57. F -0.24
58. F -0.25
59. C 0.19
60. C -0.71
61. C -0.66
62. C 0.33
63. C -0.52
64. C -0.90
65. C 1.35
66. C -1.27
67. H 0.49
68. H 0.52
69. H 0.50
70. H 0.46

=====

ORCA calculation (ωB97M-V with the def2-TZVPD basis set) on a structure of composition C27H35KN6O8.

The HOMO-LUMO gap comes out at 6.748 eV. The energy above the lowest of the compared OMol25 structures with the same formula, charge and spin comes out at 264.06 kJ/mol. As for the electronic energy: -2580.35949 a.u.

Structure (ORCA input):
```
! wB97M-V def2-TZVPD RIJCOSX def2/J DEFGRID3
* xyz -2 1
K -0.82267 0.58367 0.13267
O -0.91734 4.63907 0.20896
C -1.07734 3.57591 -0.41173
O -2.03525 2.75461 -0.30881
C -0.00100 3.28984 -1.51074
C -0.41313 2.27225 -2.59112
C 0.31930 2.58727 -3.90407
C 1.75964 2.13639 -3.55023
C 1.56424 1.59589 -2.12198
O 0.23688 1.05105 -2.19488
C 1.43562 2.77194 -1.12587
C 1.88120 2.32549 0.30952
O 3.10893 2.45456 0.50834
O 1.04673 1.82053 1.10317
H 0.13389 4.26950 -1.97552
H -1.48569 2.11306 -2.66221
H -0.09034 1.98997 -4.72072
H 0.24850 3.64215 -4.17421
H 2.10147 1.34204 -4.21534
H 2.48651 2.94906 -3.57819
H 2.25909 0.81983 -1.82788
H 2.17044 3.53147 -1.38935
O 1.68986 -3.76204 -2.40018
C 1.29320 -2.89707 -1.60840
N 0.07177 -2.62127 -1.18697
C -0.97734 -3.44208 -1.33884
O -1.04717 -4.66754 -1.26124
C -2.26460 -2.65913 -1.55392
C -3.41186 -3.29010 -2.02653
C -4.55307 -2.52741 -2.21407
C -4.52035 -1.17110 -1.89764
C -3.33098 -0.64023 -1.41928
N -2.22702 -1.36736 -1.27832
C 2.31984 -1.87474 -1.10768
C 3.63781 -1.98472 -1.54554
C 4.56296 -1.03836 -1.14136
C 4.14524 0.00024 -0.31655
C 2.81783 0.02434 0.08242
N 1.92423 -0.89519 -0.29066
H -3.37241 -4.35347 -2.22074
H -5.46272 -2.98366 -2.58938
H -5.39208 -0.53859 -2.00706
H -3.26128 0.40540 -1.11476
H 3.88114 -2.80926 -2.20129
H 5.59400 -1.09909 -1.47362
H 4.81975 0.78099 0.00769
H 2.44582 0.83551 0.71134
C 1.54754 -3.16166 4.87614
C 1.74218 -2.15892 3.74289
C 1.96922 -0.75881 4.33021
C 2.94407 -2.56292 2.89579
N 0.52589 -2.25715 2.91292
N 0.35163 -1.28639 1.88755
H 2.42991 -3.19135 5.51928
H 1.37256 -4.15824 4.46726
H 0.68848 -2.88887 5.49860
H 2.85648 -0.75496 4.96829
H 1.11307 -0.45245 4.94003
H 2.12639 -0.00533 3.55585
H 3.85725 -2.56245 3.49698
H 3.07724 -1.86323 2.07536
H 2.79040 -3.55532 2.46881
H -0.28436 -2.18659 3.52111
H 0.77195 -1.59960 1.00888
H 0.76306 -0.38233 2.13323
C -3.13619 -2.42423 3.77227
N -2.47913 -1.13949 3.85102
C -1.84995 -0.75601 5.08798
C -2.43541 -0.33540 2.75339
O -3.00949 -0.56398 1.71240
H -3.64743 -2.63509 4.71490
H -2.42072 -3.22635 3.56623
H -3.85732 -2.39584 2.95926
H -2.58953 -0.64088 5.88799
H -1.33384 0.19371 4.95219
H -1.11295 -1.49940 5.41082
H -1.84029 0.57739 2.91922
*
```

For each atom in turn, the Mulliken charge in e is:
1. K 1.32
2. O -0.84
3. C -0.03
4. O -0.73
5. C -0.18
6. C 0.42
7. C -1.00
8. C -1.10
9. C 0.06
10. O -0.54
11. C 0.00
12. C 0.13
13. O -0.82
14. O -0.69
15. H 0.49
16. H 0.45
17. H 0.33
18. H 0.38
19. H 0.34
20. H 0.40
21. H 0.06
22. H 0.63
23. O -0.84
24. C -0.49
25. N 0.10
26. C -0.07
27. O -0.75
28. C 0.28
29. C -0.68
30. C -0.24
31. C -1.02
32. C -0.21
33. N 0.25
34. C 0.45
35. C -0.16
36. C -0.93
37. C -0.59
38. C -1.81
39. N 1.72
40. H 0.48
41. H 0.37
42. H 0.43
43. H 0.43
44. H 0.52
45. H 0.36
46. H 0.52
47. H 0.83
48. C -1.90
49. C 2.08
50. C -1.53
51. C -1.54
52. N -0.65
53. N 0.57
54. H 0.41
55. H 0.39
56. H 0.34
57. H 0.45
58. H 0.17
59. H 0.36
60. H 0.44
61. H 0.23
62. H 0.37
63. H -0.02
64. H -0.44
65. H 0.19
66. C -0.99
67. N 0.09
68. C -0.78
69. C 0.32
70. O -0.67
71. H 0.36
72. H 0.27
73. H 0.30
74. H 0.41
75. H 0.23
76. H 0.20
77. H 0.29